# 1
# C7H11N3O3

A 2-piece molecular cluster, C7H11N3O3 overall at a distorted geometry (wB97M-V/def2-TZVPD, the Open Molecules 2025 dataset).

Geometry as XYZ:
```
24
C7H11N3O3 (wB97M-V/def2-TZVPD)
O 0.6348 -4.1954 -2.9072
O -0.6706 -2.7752 1.2280
O -0.4566 3.5179 1.0354
N -0.2413 -3.5722 -0.7811
N 1.5473 2.7204 1.6013
N -1.3014 -2.7705 -2.6602
C -1.6116 -1.5385 -0.6077
C -1.7530 -1.7588 -1.9085
C 0.2684 2.5612 1.1859
C -1.0116 -2.7113 0.1044
C -0.2842 1.1192 1.1801
C 2.1956 3.9888 1.5283
C -0.2501 -3.6045 -2.1344
H -0.6444 0.9478 0.1809
H 2.7066 4.0964 0.5564
H -2.3105 -0.7850 -2.2400
H 0.4725 -4.1671 -0.2650
H 2.0860 1.9375 1.5444
H 0.5532 0.4434 1.4171
H -2.1069 -0.7355 -0.1192
H 2.9202 4.2665 2.3025
H -0.9606 0.8761 2.0369
H 1.2207 4.5931 1.4798
H -1.0026 -2.4544 -3.7583
```

Output
Gap between HOMO and LUMO in eV: 10.00
Max |F| in hartree/bohr: 0.124
LUMO in eV: 0.28
Structure (SMILES): O=c1cc[nH]c(=O)[nH]1.CNC(C)=O

***

# 2
# C7H11N4

A 2-piece molecular cluster, C7H11N4 overall at a distorted geometry (wB97M-V/def2-TZVPD, the Open Molecules 2025 dataset).

Geometry as XYZ:
```
22
C7H11N4 (wB97M-V/def2-TZVPD)
N -2.6711 2.3919 -0.0760
N 1.3492 -1.0366 0.8006
N -1.5090 3.8805 -1.2779
N -0.0514 -1.5942 -0.7118
C -0.8914 1.4047 1.3002
C -1.2905 2.2328 0.2826
C -0.6310 3.1147 -0.5704
C 0.1795 -0.7925 0.2900
C 1.0430 -2.5290 -0.8427
C 1.9251 -2.3708 0.4146
C -2.6892 3.2909 -1.1164
H -1.6304 0.8933 1.8287
H 2.9622 -2.2918 0.1613
H 0.7065 -3.4831 -1.0770
H -0.9653 -1.5626 -1.3026
H -3.3047 1.7766 0.3672
H 1.6690 -3.1090 1.0909
H -3.6430 3.4624 -1.5155
H 0.3479 3.5283 -0.3731
H 1.7826 -2.1982 -1.7344
H 1.7914 -0.2158 1.2330
H 0.0701 1.4523 1.7877
```

Output
Gap between HOMO and LUMO (spin up / spin down) in eV: 7.02 / 7.02
Max |F| in hartree/bohr: 0.094
Charge: +1
LUMO (spin up / spin down) in eV: -5.23 / -5.23

***

# 3
# C7H11N4

A 2-piece molecular cluster, C7H11N4 overall at a distorted geometry (wB97M-V/def2-TZVPD, the Open Molecules 2025 dataset).

Geometry as XYZ:
```
22
C7H11N4 (wB97M-V/def2-TZVPD)
N -1.7707 -1.3547 -0.0361
N -3.0306 0.7862 -0.0784
N -1.3606 2.2169 -0.0184
N 2.1382 -0.3374 -0.1996
C -1.8284 0.0084 -0.0721
C -0.8859 0.9585 -0.0034
C 1.4210 -1.5572 -0.1929
C 1.6544 0.8638 -0.0566
C 2.1266 2.1943 0.1351
C -2.6683 2.0685 0.0326
C -2.7228 -2.1643 -0.1199
H 2.2116 2.4835 -0.9479
H -3.4113 2.8187 0.1911
H 1.8613 -2.2876 -0.9670
H 0.3053 -1.3190 -0.2828
H 1.4845 2.8263 0.6516
H -2.4594 -3.1986 0.0083
H -3.7892 -2.1531 -0.3814
H -3.9309 0.5564 0.2673
H 3.1965 2.2134 0.5414
H 3.1055 -0.4335 -0.2785
H 1.4431 -2.0054 0.8421
```

Output
Gap between HOMO and LUMO (spin up / spin down) in eV: 7.72 / 7.72
Max |F| in hartree/bohr: 0.100
Charge: +1
LUMO (spin up / spin down) in eV: -4.80 / -4.80

***

# 4
# C7H11N4O3P

A single C7H11N4O3P molecule at a distorted geometry (wB97M-V/def2-TZVPD, the Open Molecules 2025 dataset).

Geometry as XYZ:
```
26
C7H11N4O3P (wB97M-V/def2-TZVPD)
P -2.2822 0.7113 -0.0675
O -3.1012 0.3291 -1.2599
O -2.0733 -1.9777 0.1783
O 0.0364 -2.2601 -0.3570
N -1.0461 -1.4072 -0.0725
N -0.8071 -0.1860 -0.0549
N -3.1372 0.4274 1.3308
N -1.7899 2.3092 0.1191
C 1.8102 -0.8610 0.4572
C 1.0937 -0.5503 -1.9276
C 2.2393 0.5602 0.3600
C 1.9948 -1.4205 1.6373
C 2.0210 1.3599 -0.7102
C 1.2299 -1.5518 -0.7463
C 1.3660 0.7823 -1.8425
H -3.0347 0.8545 2.2431
H -1.1612 2.2870 0.9092
H 2.4280 2.4403 -0.8567
H 0.7158 -1.1047 -2.7511
H 2.3440 -0.7138 2.4882
H 1.8005 -2.3708 -1.0074
H 1.7335 -2.4944 1.6982
H -2.6487 2.8439 0.2891
H 2.7159 0.9926 1.2804
H -3.7225 -0.3567 1.3177
H 1.2748 1.3576 -2.6550
```

Output
Gap between HOMO and LUMO in eV: 8.30
Max |F| in hartree/bohr: 0.087
LUMO in eV: -0.06

***

# 5
# C7H11N5O2

A 2-piece molecular cluster, C7H11N5O2 overall at a distorted geometry (wB97M-V/def2-TZVPD, the Open Molecules 2025 dataset).

Geometry as XYZ:
```
25
C7H11N5O2 (wB97M-V/def2-TZVPD)
O 3.3518 0.3797 1.7576
O -5.2743 1.1912 1.2337
N -2.6336 0.4732 -0.2080
N 0.8877 0.7748 0.0247
N -1.7589 -1.4358 -1.3317
N 0.4853 -2.1094 -1.1119
N -0.8960 1.9201 0.8287
C -2.7343 -0.6468 -0.9092
C -0.2479 0.0462 -0.3445
C 3.1061 -0.2818 0.5089
C 2.2502 0.5651 -0.3923
C -0.5537 -1.2051 -0.9799
C -1.3252 0.7737 0.1084
C 0.4310 1.8354 0.7036
H 2.3042 0.1263 -1.4293
H 1.3820 -1.7437 -1.4246
H 1.0588 2.5675 1.1723
H -5.4764 0.2275 1.0624
H 2.6259 -1.3192 0.6988
H 2.8244 1.4506 -0.5396
H 0.3904 -3.0504 -1.2688
H -3.7242 -1.0272 -1.1961
H 3.9009 -0.2714 2.2820
H -4.4108 1.2552 0.8099
H 4.0363 -0.4958 -0.0549
```

Output
Gap between HOMO and LUMO in eV: 9.29
Max |F| in hartree/bohr: 0.068
LUMO in eV: 0.20
Structure (SMILES): Nc1ncnc2ncn(CCO)c12.O

***

# 6
# C7H11NO

C7H11NO as an isolated structure at a distorted geometry (wB97M-V/def2-TZVPD, the Open Molecules 2025 dataset).

Geometry as XYZ:
```
20
C7H11NO (wB97M-V/def2-TZVPD)
O -0.3550 -0.3259 -3.3144
N 0.0809 0.2841 -1.1286
C 1.6231 -1.8790 1.4659
C -0.0830 0.1327 1.3282
C -0.5893 0.3303 0.0965
C 0.8089 -0.7181 1.9220
C -0.1952 -0.6416 -2.0928
C -0.5694 1.2904 2.0904
C -0.7151 1.6578 -0.7471
H 1.2802 -2.2695 0.4101
H 1.0600 -0.5013 2.9229
H 1.5765 -2.9081 1.8869
H 0.2418 1.8192 3.0392
H 0.0319 -1.6475 -1.6640
H -1.3892 -0.3640 0.0882
H -0.1377 2.5509 -0.5861
H -1.9583 1.6405 -1.3271
H 2.5913 -1.6822 1.2684
H -1.1595 2.2496 1.4297
H -1.5430 0.6960 2.5674
```

Output
Gap between HOMO and LUMO in eV: 9.55
Max |F| in hartree/bohr: 0.156
LUMO in eV: 0.47

***

# 7
# C7H11NO

A single C7H11NO molecule at a distorted geometry (wB97M-V/def2-TZVPD, the Open Molecules 2025 dataset).

Geometry as XYZ:
```
20
C7H11NO (wB97M-V/def2-TZVPD)
O -1.3971 -1.5570 1.5002
N -0.2117 -1.4473 -1.5349
C -0.0650 -0.3014 -0.9592
C -0.3165 0.9498 -1.7639
C 0.3662 -0.0004 1.3605
C -1.9653 0.7665 1.1643
C 1.0621 -0.0730 0.2339
C -1.0651 -0.2529 1.1328
C 2.4989 -0.1235 -0.0976
H -2.8056 0.8273 1.8456
H 0.2791 0.9254 -2.6792
H 2.8423 -1.1617 -0.1334
H -1.3731 0.9906 -2.0430
H -1.9246 1.6486 0.5351
H 3.0861 0.4043 0.6629
H -0.0817 1.8483 -1.1896
H -0.0315 -2.1915 -0.8521
H 2.6931 0.3292 -1.0746
H -2.3649 -1.6071 1.5264
H 0.7742 0.0258 2.3657
```

Output
Gap between HOMO and LUMO in eV: 8.47
Max |F| in hartree/bohr: 0.092
LUMO in eV: 0.25
Structure (SMILES): [H]/N=C(C)\C(C)=C/C(=C)O

***

# 8
# C7H11NO

A single C7H11NO molecule (wB97M-V/def2-TZVPD, the Open Molecules 2025 dataset).

Geometry as XYZ:
```
20
C7H11NO (wB97M-V/def2-TZVPD)
O -1.6772 -0.9301 -1.7329
N -1.1088 0.6576 1.5601
C 0.4251 1.7737 0.0628
C 0.1532 0.5197 0.8572
C 0.2146 -0.7561 -0.0202
C 0.8494 -0.7089 -1.4261
C -0.4121 2.3122 -0.8048
C -0.5970 -0.8362 -1.2332
C 0.4340 -2.0254 0.7820
H -1.8737 0.7663 0.9042
H -0.1708 3.2194 -1.3321
H -1.3714 1.8780 -1.0336
H 1.4139 -2.0034 1.2580
H 1.3808 2.2428 0.2514
H 0.3801 -2.9007 0.1386
H 1.2395 0.2311 -1.7871
H -0.3233 -2.1315 1.5570
H -1.2973 -0.1570 2.1321
H 1.4103 -1.5705 -1.7587
H 0.9308 0.4189 1.6254
```

Output
Gap between HOMO and LUMO in eV: 9.92
Max |F| in hartree/bohr: 0.017
LUMO in eV: 0.90
Structure (SMILES): C=C[C@@H](N)[C@]1(C)CC1=O

***

# 9
# C7H11NO

A single C7H11NO molecule at a distorted geometry (wB97M-V/def2-TZVPD, the Open Molecules 2025 dataset).

Geometry as XYZ:
```
20
C7H11NO (wB97M-V/def2-TZVPD)
O 0.4908 -1.3979 -1.1015
N 2.6470 1.0784 -0.2190
C -1.0160 0.4493 -2.0609
C -0.6323 0.1399 0.5542
C -0.9785 1.2361 -0.8426
C 0.7624 -0.7604 0.0163
C 1.0660 -1.7215 1.1717
C -0.4670 0.8506 1.7084
C 1.8503 0.2553 -0.1089
H -2.0033 0.1097 -2.3629
H 1.2829 -1.1584 2.0829
H 1.9189 -2.3450 0.9040
H -0.3499 -0.5571 -1.8177
H -1.4562 -0.5709 0.5399
H 0.3521 1.5523 1.8180
H -1.9278 1.6348 -0.5044
H 0.2001 -2.3628 1.3311
H -1.1485 0.7570 2.5443
H -0.4151 0.8466 -2.8764
H -0.1759 1.9641 -0.7766
```

Output
Gap between HOMO and LUMO (spin up / spin down) in eV: 6.96 / 7.95
Max |F| in hartree/bohr: 0.027
LUMO (spin up / spin down) in eV: -1.73 / -1.12

***

# 10
# C7H11NO

A 2-piece molecular cluster, C7H11NO overall at a distorted geometry (wB97M-V/def2-TZVPD, the Open Molecules 2025 dataset).

Geometry as XYZ:
```
20
C7H11NO (wB97M-V/def2-TZVPD)
O 2.6774 -1.3126 -0.5554
N -0.0538 0.3468 -0.1845
C -2.5248 0.0354 -0.7640
C -1.3242 0.0584 0.4165
C 2.2756 0.9787 0.1504
C 0.9135 1.3160 -0.1040
C 2.9393 -0.2649 0.1355
C -3.8303 -0.2402 0.1363
C -0.1231 -0.8635 0.5256
H -3.6227 -1.2241 1.1785
H -0.0223 -2.0551 0.2465
H -2.1346 -0.4201 -1.6573
H -4.8111 -0.5864 -0.3463
H 0.7197 2.4030 -0.4630
H 3.8699 -0.1494 0.8267
H -4.1781 0.8644 0.7010
H 0.2034 -0.6750 1.6075
H -2.3330 1.2182 -1.1297
H 2.9517 1.8847 0.5059
H -1.6416 0.6937 1.2874
```

Output
Gap between HOMO and LUMO in eV: 8.54
Max |F| in hartree/bohr: 0.107
LUMO in eV: 0.04

***

# 11
# C7H11NO2

A single C7H11NO2 molecule at a distorted geometry (wB97M-V/def2-TZVPD, the Open Molecules 2025 dataset).

Geometry as XYZ:
```
21
C7H11NO2 (wB97M-V/def2-TZVPD)
O -1.6096 0.9711 -2.0218
O 0.2686 1.9002 -1.1842
N -2.5734 0.0033 0.1482
C -0.7778 1.2464 -0.9289
C 2.2125 -1.7598 0.3753
C 1.1523 -0.8262 -0.1027
C 1.9555 -0.5308 1.1223
C -1.1295 0.2850 0.2230
C 1.8062 -0.0320 2.3765
C -0.4031 -1.0935 0.0721
H 1.5269 -0.1540 -1.0081
H -2.4760 0.6808 -1.3992
H -3.2053 0.4690 0.9119
H -2.6894 -1.1518 0.0690
H 2.5453 -0.4608 2.9651
H 1.8614 -2.6555 1.0058
H -0.6645 -1.4478 -0.8786
H -0.7515 0.8470 1.0937
H 1.2289 0.8916 2.6186
H -0.5679 -1.8339 0.8838
H 3.0367 -1.9125 -0.4775
```

Output
Gap between HOMO and LUMO in eV: 10.05
Max |F| in hartree/bohr: 0.117
LUMO in eV: 0.49
Structure (SMILES): C=C1C[C@H]1C[C@H](N)C(=O)O

***

# 12
# C7H11NO2S

C7H11NO2S as an isolated structure at a distorted geometry (wB97M-V/def2-TZVPD, the Open Molecules 2025 dataset).

Geometry as XYZ:
```
22
C7H11NO2S (wB97M-V/def2-TZVPD)
S 1.6237 0.2431 0.8595
O 1.7875 0.0604 2.2927
O 2.1527 1.4761 0.2712
N -1.3750 2.8215 0.8503
C 2.5567 -1.0937 -0.0080
C -0.7307 0.3181 0.6667
C -1.0198 -0.2404 -0.6618
C -1.9835 0.2729 -1.6850
C -0.9268 1.7542 0.8027
C -0.9080 -0.4440 1.9644
C -0.4307 0.3636 -1.9840
H 2.8782 -1.7704 0.6933
H -2.6490 1.1332 -1.6894
H -2.3570 -0.5000 -2.4577
H -0.1388 -0.0744 2.6520
H -1.1704 -1.3953 -0.6093
H 0.1662 1.2579 -1.9027
H -0.8719 -1.4797 1.6690
H -1.9597 -0.2240 2.3602
H 3.4436 -0.7138 -0.3894
H -0.1288 -0.3729 -2.7827
H 2.0417 -1.3925 -0.9120
```

Output
Gap between HOMO and LUMO (spin up / spin down) in eV: 8.34 / 8.34
Max |F| in hartree/bohr: 0.062
LUMO (spin up / spin down) in eV: -0.92 / -0.92